1.
Formula: CH11N2O3
Source: the Open Molecules 2025 dataset
Level of theory: the ωB97M-V functional and the def2-TZVPD basis

```
17
Properties=species:S:1:pos:R:3:forces:R:3
N 0.143 0.105 -0.043 1.408 -1.662 5.806
C -0.988 -0.541 0.194 -1.311 2.254 -4.217
N -1.875 -0.589 -0.879 -0.989 -1.982 3.818
H 0.435 0.449 -0.886 0.060 0.753 -2.863
H 0.947 0.220 0.711 -2.749 -0.392 -1.568
H -1.348 -0.795 1.191 0.581 -0.483 -0.322
H -2.813 -1.053 -0.867 1.502 0.453 0.947
H -1.783 -0.175 -1.756 1.463 0.988 -1.470
H 1.273 -2.827 2.203 0.146 -0.434 0.409
H 0.807 -2.006 3.538 0.551 -0.383 -3.079
O 0.924 -1.992 2.509 -0.778 0.936 2.551
H 0.940 0.392 -3.223 1.634 0.317 -0.298
H -0.258 0.300 -4.116 -0.661 0.309 -2.407
O 0.028 0.201 -3.247 -0.950 -0.600 2.728
H 1.363 2.918 2.346 -0.423 -0.756 -2.593
H 1.825 2.857 0.829 1.032 0.647 -0.455
O 1.131 2.585 1.403 -0.518 0.035 3.014
```
Positions in Å, forces in eV/Å.

Values from the calculation:
* 2S+1: 1
* charge: +1
* energy above the lowest of the compared OMol25 structures with the same formula, charge and spin: 38.9 kcal per mole
* E_HOMO: -0.54791 Eh



2.
Formula: CH11NO4
Source: the Open Molecules 2025 dataset
Level of theory: the ωB97M-V functional and the def2-TZVPD basis

```
17
Properties=species:S:1:pos:R:3:forces:R:3
N 1.138 0.891 0.562 -1.147 0.827 0.356
C 0.268 1.940 -0.004 0.078 0.307 -0.039
O -0.981 1.489 -0.424 0.032 -0.851 0.025
H 2.022 1.359 0.641 0.726 -0.417 0.151
H 1.198 0.070 -0.020 0.245 -0.010 -0.386
H 0.057 2.668 0.781 0.166 0.037 0.091
H 0.770 2.482 -0.814 0.059 -0.082 -0.189
H -0.838 0.688 -0.962 -0.202 0.261 -0.196
O -0.340 -0.799 -2.284 -0.273 0.126 -0.304
H -0.961 -1.143 -2.937 0.035 0.234 0.010
H -0.125 -1.569 -1.743 0.258 -0.214 0.400
O -0.888 -0.774 1.889 -0.136 0.999 0.559
H -0.537 0.134 1.809 0.502 -0.503 -0.508
H -1.571 -0.620 2.547 -0.342 -0.559 0.008
O 0.255 -2.281 -0.069 0.093 -0.077 -0.107
H -0.291 -1.733 0.524 0.033 -0.197 0.221
H 0.826 -2.802 0.505 -0.128 0.119 -0.093
```
Positions in Å, forces in eV/Å.

Values from the calculation:
* 2S+1: 1
* energy above the lowest of the compared OMol25 structures with the same formula, charge and spin: 7.0 kcal per mole
* E_HOMO: -0.34474 Eh
* structure (SMILES): NCO.O.O.O



3.
Formula: CH11O4S
Source: the Open Molecules 2025 dataset
Level of theory: the ωB97M-V functional and the def2-TZVPD basis

```
17
Properties=species:S:1:pos:R:3:forces:R:3
C -0.755 0.475 -1.355 1.324 -1.163 0.387
S 0.855 -0.438 -0.949 -0.659 0.639 -0.120
H -1.477 -0.310 -1.558 -0.367 0.259 -0.095
H -1.031 1.062 -0.487 -0.284 0.227 -0.099
H -0.593 1.083 -2.236 -0.249 0.212 0.006
H 0.307 0.066 1.080 0.040 -0.432 0.394
H -0.291 -0.896 2.143 -0.115 -0.898 -0.044
O -0.052 0.008 2.018 0.319 1.277 -0.124
H 0.126 1.652 -3.973 -0.004 -0.113 -0.046
H 0.760 0.477 -4.656 0.688 -0.902 0.317
O 0.144 1.174 -4.809 -0.638 0.981 -0.280
H 0.282 -2.321 0.402 0.628 0.472 -0.998
H -0.384 -3.343 1.205 -0.583 -0.587 0.571
O 0.332 -3.273 0.586 0.024 -0.020 0.225
H 0.588 1.623 5.007 0.032 -0.140 -0.644
H 0.632 1.076 3.506 -0.374 0.670 0.454
O 0.557 1.887 4.074 0.217 -0.480 0.093
```
Positions in Å, forces in eV/Å.

Values from the calculation:
* 2S+1: 1
* charge: -1
* energy above the lowest of the compared OMol25 structures with the same formula, charge and spin: 16.5 kcal per mole
* E_HOMO: -0.12451 Eh



4.
Formula: CH11O4S
Source: the Open Molecules 2025 dataset
Level of theory: the ωB97M-V functional and the def2-TZVPD basis

```
17
Properties=species:S:1:pos:R:3:forces:R:3
C 0.757 -2.380 -0.103 0.085 0.030 -0.464
S 0.993 -0.643 0.396 -0.489 0.147 0.334
H 1.725 -2.880 -0.137 -0.004 -0.103 0.043
H 0.329 -2.432 -1.108 0.021 0.021 0.004
H 0.095 -2.955 0.543 -0.018 0.090 0.265
H -1.521 -0.227 -0.476 0.462 -0.081 -0.188
H -2.771 -1.019 -0.830 0.215 0.220 -0.158
O -2.146 -0.381 -1.204 -0.492 -0.205 0.286
H -0.735 0.072 1.959 0.102 -0.009 -0.065
H -0.195 0.308 3.318 -0.058 0.039 0.049
O -1.015 0.430 2.827 0.084 -0.024 -0.047
H -0.635 3.321 1.060 0.030 -0.134 -0.050
H -0.319 2.880 -0.364 0.008 0.028 0.130
O -0.420 3.667 0.187 -0.016 -0.018 -0.067
H 2.399 1.397 -2.110 -0.073 -0.142 0.118
H 1.530 0.234 -1.565 0.256 0.081 -0.116
O 1.928 0.608 -2.394 -0.114 0.062 -0.074
```
Positions in Å, forces in eV/Å.

Values from the calculation:
* 2S+1: 1
* charge: -1
* energy above the lowest of the compared OMol25 structures with the same formula, charge and spin: 7.9 kcal per mole
* E_HOMO: -0.13417 Eh



5.
Formula: CH11O4S
Source: the Open Molecules 2025 dataset
Level of theory: the ωB97M-V functional and the def2-TZVPD basis

```
17
Properties=species:S:1:pos:R:3:forces:R:3
C 2.101 -0.203 -0.652 0.725 1.341 -2.014
S 1.020 0.494 -1.924 -0.480 0.700 -0.740
H 1.571 -0.918 -0.136 -1.066 -1.371 1.798
H 2.822 -0.739 -1.265 0.781 0.106 0.607
H 2.479 0.645 -0.074 0.328 -0.662 0.335
H 3.561 1.341 -2.127 0.322 0.112 -0.789
H 4.990 1.857 -1.904 -0.290 -0.185 -0.430
O 4.403 1.534 -2.610 -0.184 0.084 1.060
H -0.702 0.029 -1.039 -0.239 -0.491 0.365
H -1.430 -1.384 -1.154 0.047 2.630 1.796
O -1.430 -0.528 -0.562 0.145 -2.252 -2.041
H -4.085 -0.539 2.338 0.067 0.182 -0.421
H -4.057 0.797 3.003 -1.396 -1.270 -0.840
O -4.713 0.126 2.634 0.686 1.508 1.284
H -1.862 -0.517 1.196 2.493 -0.249 -5.535
H -2.417 -1.435 2.285 0.420 -1.193 -0.106
O -2.252 -0.559 1.990 -2.358 1.014 5.671
```
Positions in Å, forces in eV/Å.

Values from the calculation:
* 2S+1: 1
* charge: -1
* energy above the lowest of the compared OMol25 structures with the same formula, charge and spin: 31.3 kcal per mole
* E_HOMO: -0.11710 Eh



6.
Formula: CH11O4S
Source: the Open Molecules 2025 dataset
Level of theory: the ωB97M-V functional and the def2-TZVPD basis

```
17
Properties=species:S:1:pos:R:3:forces:R:3
C 2.496 -0.772 0.892 0.521 1.212 -0.940
S 2.415 1.044 0.591 0.180 -0.571 0.115
H 3.512 -0.937 1.234 -0.219 -0.412 0.466
H 2.358 -1.266 -0.066 -0.198 -0.146 0.045
H 1.706 -1.061 1.576 0.152 -0.165 0.209
H 0.306 0.386 2.092 -0.377 -0.168 0.336
H 0.134 1.535 1.168 -0.624 -0.048 0.425
O -0.394 0.965 1.767 0.770 0.378 -0.549
H 1.150 0.960 -1.455 0.204 -0.221 -0.067
H 0.273 1.909 -2.176 -0.154 0.100 -0.364
O 0.673 1.041 -2.294 -0.146 0.140 0.389
H -4.131 -1.759 -0.787 -0.029 -0.050 0.049
H -2.734 -1.274 -0.448 -0.171 0.057 0.133
O -3.355 -2.003 -0.274 0.104 -0.006 -0.132
H -1.293 0.492 0.151 -0.604 -0.056 0.046
H -1.236 0.307 -1.341 -0.099 0.061 -0.267
O -1.879 0.433 -0.629 0.692 -0.106 0.103
```
Positions in Å, forces in eV/Å.

Values from the calculation:
* 2S+1: 2
* energy above the lowest of the compared OMol25 structures with the same formula, charge and spin: 0.5 kcal per mole
* E_HOMO (spin up / spin down): -0.38624 / -0.37647 Eh



7.
Formula: CH11O7
Source: the Open Molecules 2025 dataset
Level of theory: the ωB97M-V functional and the def2-TZVPD basis

```
19
Properties=species:S:1:pos:R:3:forces:R:3
O -1.223 0.705 -0.733 -0.174 0.758 0.196
C -0.547 1.035 0.280 2.963 -1.247 3.260
O 0.318 0.271 0.839 -2.899 2.690 -2.815
H -0.751 2.059 0.754 -0.120 -0.905 -0.965
H 1.500 -0.714 -1.836 0.095 -1.071 1.402
H 0.556 0.244 -2.564 0.526 -0.410 -0.154
O 1.455 -0.136 -2.566 -0.645 1.488 -1.274
H -1.279 -1.127 1.830 2.542 0.545 0.374
H -2.396 -1.254 0.892 -0.800 0.349 -1.846
O -2.120 -1.491 1.744 -1.761 -1.140 1.436
H -1.331 -1.270 -2.254 1.331 -1.890 0.313
H -2.231 -0.225 -2.028 -0.663 0.343 -0.784
O -1.816 -0.670 -2.777 -0.863 1.031 -0.102
H 2.079 1.227 0.804 -0.975 -0.323 -0.432
H 2.807 2.070 -0.377 -0.465 -0.890 1.220
O 2.848 1.703 0.538 1.563 1.274 -0.853
H 1.401 -0.718 2.027 0.002 -1.027 0.664
H 0.259 -0.314 2.886 1.863 -2.872 0.133
O 0.872 -1.156 2.728 -1.520 3.297 0.224
```
Positions in Å, forces in eV/Å.

Values from the calculation:
* 2S+1: 2
* energy above the lowest of the compared OMol25 structures with the same formula, charge and spin: 29.7 kcal per mole
* E_HOMO (spin up / spin down): -0.42360 / -0.42124 Eh



8.
Formula: CH12AsF6MgO5
Source: the Open Molecules 2025 dataset
Level of theory: the ωB97M-V functional and the def2-TZVPD basis

```
26
Properties=species:S:1:pos:R:3:forces:R:3
Mg 5.483 -25.919 -4.307 -0.866 0.154 -0.849
As 5.120 -25.247 -7.773 -0.012 -0.012 -0.105
F 4.865 -26.910 -7.346 -0.047 -0.699 0.029
F 5.228 -24.956 -5.980 0.097 0.391 0.680
F 5.365 -23.586 -7.961 0.143 0.683 -0.064
F 5.035 -25.559 -9.417 -0.020 -0.202 -0.654
F 3.439 -25.022 -7.581 -0.577 0.116 0.043
F 6.814 -25.522 -7.678 0.476 -0.116 -0.022
O 3.989 -27.162 -4.888 -0.561 -0.503 0.395
H 3.670 -27.345 -5.785 0.345 0.229 -0.291
H 3.374 -27.588 -4.282 -0.040 -0.074 -0.017
O 6.946 -24.676 -3.912 0.669 0.748 0.434
H 7.321 -24.480 -3.047 0.106 -0.013 0.023
H 7.207 -23.946 -4.489 -0.101 -0.039 -0.192
O 6.795 -27.092 -5.194 0.645 -0.862 0.287
H 6.680 -28.043 -5.289 -0.119 -0.029 -0.229
H 7.636 -26.882 -5.616 -0.077 0.223 -0.193
O 5.532 -26.760 -2.464 0.112 -0.179 0.499
H 4.835 -26.651 -1.808 -0.074 0.076 -0.006
H 6.199 -27.321 -2.053 0.069 -0.074 -0.077
C 4.055 -23.542 -2.719 0.230 -0.032 -0.012
O 3.988 -24.701 -3.592 -0.298 0.574 0.872
H 3.225 -23.543 -2.015 -0.079 -0.014 -0.072
H 4.982 -23.591 -2.151 0.001 -0.139 -0.062
H 4.064 -22.624 -3.302 -0.090 -0.027 -0.061
H 3.134 -24.656 -4.032 0.068 -0.181 -0.354
```
Positions in Å, forces in eV/Å.

Values from the calculation:
* 2S+1: 1
* charge: +1
* E_HOMO: -0.57326 Eh



9.
Formula: CH12N2O4
Source: the Open Molecules 2025 dataset
Level of theory: the ωB97M-V functional and the def2-TZVPD basis

```
19
Properties=species:S:1:pos:R:3:forces:R:3
H 0.768 3.033 0.105 -0.962 0.693 0.065
N 0.417 2.102 -0.017 0.793 -2.017 -0.986
C -0.135 1.807 -1.145 -0.385 1.332 0.490
N -0.142 0.598 -1.760 -0.637 -0.438 0.444
H -0.773 2.540 -1.722 1.125 -0.302 0.187
H -0.032 -0.308 -1.243 0.012 1.255 -0.955
H -0.661 0.651 -2.639 0.185 -0.864 0.736
O -0.127 -0.970 2.183 1.274 0.732 1.679
H 0.129 -0.955 3.162 -0.686 -0.220 -1.988
H 0.500 -0.304 1.821 -0.607 -0.388 0.076
O 0.061 -2.857 -0.492 0.326 -0.473 -0.514
H 0.787 -3.471 -0.361 0.150 -0.595 -0.707
H 0.206 -2.383 0.309 -0.530 1.221 1.340
O 3.058 0.323 -0.154 -0.245 0.255 -0.091
H 2.254 0.876 -0.138 0.063 -0.056 0.122
H 3.607 0.741 -0.826 0.007 -0.118 0.064
O -3.238 -0.298 0.822 -4.404 -0.644 -2.608
H -3.456 0.612 0.709 -0.010 0.868 0.030
H -2.473 -0.367 1.264 4.532 -0.240 2.616
```
Positions in Å, forces in eV/Å.

Values from the calculation:
* 2S+1: 1
* energy above the lowest of the compared OMol25 structures with the same formula, charge and spin: 35.6 kcal per mole
* E_HOMO: -0.35269 Eh
* structure (SMILES): [H]/N=C/N.O.O.O.O



10.
Formula: CH12NO3
Source: the Open Molecules 2025 dataset
Level of theory: the ωB97M-V functional and the def2-TZVPD basis

```
17
Properties=species:S:1:pos:R:3:forces:R:3
C 1.288 0.791 -0.006 0.742 -0.161 2.556
N 0.346 0.001 0.931 3.167 0.476 -0.472
H 2.070 0.964 0.774 0.031 0.907 -1.571
H 0.709 1.637 -0.352 0.431 0.292 0.030
H 1.697 0.205 -0.831 -0.391 -0.216 0.310
H 0.938 -0.778 1.279 -1.366 -0.309 -0.465
H 0.215 0.577 1.772 -0.964 -0.162 -0.708
H -0.375 -0.217 0.238 -1.643 -1.001 0.618
H -0.927 -0.917 -1.793 -0.497 -0.249 0.735
H -1.496 0.414 -1.381 -0.085 -2.111 1.023
O -1.408 -0.551 -1.015 0.604 2.559 -2.084
H -1.492 2.954 -1.946 0.733 -1.212 0.306
H -0.096 2.959 -2.297 2.023 1.016 -1.057
O -0.688 2.363 -1.904 -2.954 0.179 0.722
H 1.300 -2.937 2.553 -0.161 0.267 -0.089
H -0.038 -3.384 2.062 -0.241 0.236 -0.178
O 0.514 -2.591 2.100 0.571 -0.512 0.325
```
Positions in Å, forces in eV/Å.

Values from the calculation:
* 2S+1: 1
* charge: +1
* energy above the lowest of the compared OMol25 structures with the same formula, charge and spin: 31.0 kcal per mole
* E_HOMO: -0.57621 Eh



11.
Formula: CH12NO4
Source: the Open Molecules 2025 dataset
Level of theory: the ωB97M-V functional and the def2-TZVPD basis

```
18
Properties=species:S:1:pos:R:3:forces:R:3
C -2.708 1.286 -0.624 0.164 -0.143 0.759
N -1.760 1.514 0.197 0.636 -0.008 -1.828
H -3.040 0.262 -0.720 -0.066 -0.120 -0.247
H -3.188 2.081 -1.178 -0.154 0.083 0.098
H -1.380 2.454 0.175 -0.105 0.242 0.403
H -0.999 0.724 0.409 -0.647 0.066 0.962
H 1.982 -1.904 -2.110 0.224 0.038 0.077
H 3.412 -1.474 -1.718 0.023 -0.210 -0.100
O 2.533 -1.639 -1.361 -0.229 0.319 0.102
H 2.213 0.597 -1.336 -0.048 -0.047 -0.302
H 2.155 1.974 -2.016 -0.202 -0.186 0.127
O 1.595 1.263 -1.670 0.171 0.109 0.194
H 0.828 -0.082 0.238 0.141 -0.176 0.017
H 0.140 -0.831 1.476 -0.270 0.033 0.130
O 0.016 -0.201 0.740 0.278 0.049 -0.385
H -0.486 -2.739 2.912 0.067 -0.036 -0.154
H -0.791 -1.507 3.734 0.042 0.213 0.045
O -0.523 -1.779 2.852 -0.025 -0.228 0.100
```
Positions in Å, forces in eV/Å.

Values from the calculation:
* 2S+1: 1
* charge: +1
* energy above the lowest of the compared OMol25 structures with the same formula, charge and spin: 13.1 kcal per mole
* E_HOMO: -0.54075 Eh



12.
Formula: CH12NO4
Source: the Open Molecules 2025 dataset
Level of theory: the ωB97M-V functional and the def2-TZVPD basis

```
18
Properties=species:S:1:pos:R:3:forces:R:3
C -2.324 1.252 0.032 -0.958 -1.691 0.651
N -1.767 0.787 1.082 0.919 1.361 -0.718
H -3.159 1.928 0.137 0.039 0.330 -0.152
H -2.149 0.695 -0.886 0.506 0.585 -0.276
H -0.831 0.289 0.989 -0.566 -0.801 0.328
H -1.967 1.209 1.982 -0.082 -0.074 0.084
H 2.391 2.154 0.210 0.171 -0.032 -0.282
H 2.030 3.186 1.262 -0.148 -0.256 0.031
O 1.728 2.351 0.874 -0.058 0.142 0.219
H 1.164 0.439 1.308 0.171 0.500 0.040
H 1.184 -1.078 1.220 -0.344 -0.202 -0.332
O 0.580 -0.323 1.228 0.471 -0.023 0.191
H -0.868 -2.167 -2.327 -0.071 0.159 0.025
H -2.190 -1.503 -2.753 0.184 -0.128 0.025
O -1.460 -1.432 -2.124 -0.181 0.132 0.035
H 2.170 -3.252 -0.485 0.299 -0.290 -0.073
H 3.183 -2.204 -1.030 0.209 -0.275 -0.036
O 2.286 -2.332 -0.718 -0.561 0.562 0.238
```
Positions in Å, forces in eV/Å.

Values from the calculation:
* 2S+1: 1
* charge: +1
* energy above the lowest of the compared OMol25 structures with the same formula, charge and spin: 15.0 kcal per mole
* E_HOMO: -0.54102 Eh



The following E_tot values (in Ha) correspond, in order, to the records above: -379.6813; -400.4104; -743.8873; -743.9010; -743.8638; -743.7829; -571.2350; -3456.6223; -455.7393; -325.5164; -400.7586; -400.7555.